# 1
{"formula": "C5H11N4", "method": "ωB97M-V with the def2-TZVPD basis set", "species": ["C", "N", "N", "N", "C", "C", "C", "C", "N", "H", "H", "H", "H", "H", "H", "H", "H", "H", "H", "H"], "xyz": [[2.747, 0.176, -0.006], [1.333, 0.344, -0.128], [0.722, -0.768, -0.740], [0.718, -0.713, 0.722], [-0.670, -0.483, 1.072], [-1.025, 0.958, 0.742], [-1.000, 1.017, -0.750], [-0.681, -0.545, -1.111], [-1.444, -1.248, 0.022], [3.011, -0.885, -0.104], [3.259, 0.822, -0.847], [2.871, 0.603, 1.067], [-0.979, -0.930, 2.018], [-0.165, 1.607, 1.055], [-2.070, 1.312, 1.210], [-1.943, 1.190, -1.226], [-0.215, 1.591, -1.073], [-0.725, -0.734, -2.168], [-1.247, -2.326, 0.160], [-2.498, -0.986, 0.083]], "mulliken_charge": [-0.78, 0.15, -0.36, -0.33, -0.16, -0.42, -0.70, -0.25, -0.21, 0.35, 0.28, 0.30, 0.50, 0.33, 0.30, 0.39, 0.38, 0.45, 0.40, 0.37], "e_lumo_ev": -3.59, "smiles": "Cn1n2n1[C@H]1CC[C@@H]2[NH2+]1", "gap_ev": 10.162, "de_lowest_kj_mol": 558.1, "charge": 1}


# 2
{"formula": "C5H11N4", "method": "ωB97M-V with the def2-TZVPD basis set", "species": ["C", "C", "N", "C", "N", "C", "N", "C", "N", "H", "H", "H", "H", "H", "H", "H", "H", "H", "H", "H"], "xyz": [[1.224, -1.038, 0.176], [0.535, 0.249, -0.428], [1.147, 1.448, 0.025], [0.427, 0.063, -2.000], [-0.460, -0.766, -2.311], [-1.336, -1.299, -1.521], [-1.739, -0.679, -0.479], [-0.952, 0.422, 0.015], [-1.173, 0.574, 1.417], [1.333, -0.887, 1.197], [2.202, -1.158, -0.238], [0.751, -2.020, 0.116], [1.253, 2.011, -0.770], [1.965, 1.335, 0.616], [0.942, 0.871, -2.671], [-1.598, -2.326, -1.806], [-2.649, -0.891, -0.091], [-1.103, 1.482, -0.422], [-1.143, -0.307, 1.810], [-0.406, 1.157, 1.834]], "mulliken_charge": [-1.70, 0.52, -0.54, 0.03, -0.29, -0.17, -0.07, 0.16, -0.69, 0.53, 0.42, 0.36, 0.24, 0.25, 0.33, 0.40, 0.31, 0.36, 0.25, 0.30], "e_lumo_ev": -5.38, "smiles": "C[C@@]1(N)C=NC=[NH+][C@H]1N", "gap_ev": 8.248, "de_lowest_kj_mol": 234.2, "charge": 1}


# 3
{"formula": "C5H11N4O", "method": "ωB97M-V with the def2-TZVPD basis set", "species": ["C", "C", "C", "C", "C", "N", "N", "N", "N", "O", "H", "H", "H", "H", "H", "H", "H", "H", "H", "H", "H"], "xyz": [[-0.321, -0.109, -1.220], [0.244, 1.260, -0.819], [-0.666, 2.088, 0.213], [0.715, 1.668, 0.471], [-0.633, -2.416, -0.372], [-0.785, -0.191, -2.354], [-0.202, -0.987, -0.174], [1.792, 1.861, 1.173], [0.569, -0.686, 0.936], [-0.645, 3.424, 0.041], [0.650, 1.898, -1.743], [-1.507, 1.628, 0.576], [-1.285, -2.444, -1.359], [0.348, -2.993, -0.367], [-1.050, -2.828, 0.438], [-1.160, -1.121, -2.743], [1.699, 1.877, 2.174], [2.596, 1.450, 0.854], [1.423, -1.359, 0.948], [-0.002, -0.753, 1.733], [-1.233, 3.796, -0.687]], "lowdin_spin": [0.07, 0.12, 0.11, 0.46, 0.02, 0.43, 0.30, 0.20, 0.08, 0.07, 0.03, 0.01, 0.00, 0.02, 0.01, 0.01, 0.02, 0.01, 0.01, 0.01, 0.01], "e_lumo_ev": [-3.09, -8.10], "gap_ev": [6.385, 5.101], "s2": 2.02, "de_lowest_kj_mol": 414.6, "charge": 1, "multiplicity": 3}


# 4
{"formula": "C5H11N4O5S", "method": "ωB97M-V with the def2-TZVPD basis set", "species": ["C", "C", "C", "C", "C", "N", "N", "N", "N", "O", "O", "O", "O", "O", "S", "H", "H", "H", "H", "H", "H", "H", "H", "H", "H", "H"], "xyz": [[-0.152, 1.027, -0.540], [-2.283, 1.870, 0.091], [-1.077, 1.150, 0.638], [1.071, -2.288, -1.900], [1.725, -1.976, -0.549], [-0.098, 0.038, -1.244], [-0.372, 1.841, 1.719], [-2.953, 2.815, 0.498], [-0.156, -0.802, -2.032], [-2.633, 1.621, -3.604], [-1.141, 2.873, -2.047], [-3.545, 3.349, -2.123], [0.680, -1.722, 0.443], [-2.549, 1.282, -1.108], [-2.414, 2.313, -2.393], [0.371, 1.886, -0.943], [-1.434, 0.112, 1.045], [0.283, -3.119, -2.000], [1.616, -2.021, -2.752], [2.280, -3.006, -0.323], [2.419, -1.095, -0.418], [0.287, 2.568, 1.411], [0.063, 1.392, 2.582], [-2.812, 3.239, 1.479], [-3.304, 3.759, -1.350], [0.334, -2.528, 0.799]], "mulliken_charge": [-0.54, 0.38, 0.68, -0.23, -0.32, 1.10, -0.64, -0.77, -1.05, -0.53, -0.58, -0.35, -0.46, -0.32, 1.10, 0.55, 0.27, 0.27, 0.35, 0.33, 0.28, 0.25, 0.27, 0.29, 0.36, 0.30], "e_lumo_ev": -4.49, "gap_ev": 8.957, "de_lowest_kj_mol": 288.9, "charge": 1}


# 5
{"formula": "C5H11N5", "method": "ωB97M-V with the def2-TZVPD basis set", "species": ["C", "C", "C", "C", "C", "N", "N", "N", "N", "N", "H", "H", "H", "H", "H", "H", "H", "H", "H", "H", "H"], "xyz": [[-1.831, -0.539, -1.627], [-0.475, -0.573, -1.086], [-1.144, -0.445, 1.375], [1.210, -0.873, 0.894], [-0.123, -0.549, 0.286], [-1.703, -0.344, -2.919], [0.358, -0.375, -2.089], [-0.429, -0.294, -3.182], [0.863, 2.140, -0.778], [0.249, 1.721, 0.377], [-2.819, -0.672, -1.276], [-0.765, -0.346, 2.436], [-1.926, 0.337, 1.187], [-1.909, -1.332, 1.374], [1.384, -0.415, 1.791], [2.153, -0.712, 0.143], [1.096, -1.951, 1.178], [-0.146, 0.254, -3.955], [1.448, 1.462, -1.382], [0.158, 2.614, -1.353], [0.947, 1.503, 1.085]], "mulliken_charge": [-0.21, 0.12, -1.31, -1.26, 0.90, -0.61, -0.54, 0.01, -0.45, -0.38, 0.51, 0.30, 0.36, 0.34, 0.50, 0.25, 0.37, 0.26, 0.32, 0.26, 0.27], "e_lumo_ev": [0.77, 0.37], "gap_ev": [7.962, 8.113], "de_lowest_kj_mol": 407.0, "charge": 0}


# 6
{"formula": "C5H11N5", "method": "ωB97M-V with the def2-TZVPD basis set", "species": ["C", "C", "C", "C", "C", "N", "N", "N", "N", "N", "H", "H", "H", "H", "H", "H", "H", "H", "H", "H", "H"], "xyz": [[2.063, -0.458, 1.061], [0.749, -0.949, 0.637], [3.091, 0.062, 0.415], [5.109, 0.461, -0.783], [-3.482, 0.308, -0.263], [3.994, 0.614, -0.134], [7.303, -0.309, -0.072], [6.251, 0.114, -0.423], [0.415, -0.689, -0.527], [-0.889, -1.014, -1.078], [2.269, -0.735, 2.116], [0.395, -1.569, 1.580], [-2.885, 0.681, 0.568], [5.064, 0.843, -1.742], [-3.373, -0.760, -0.547], [-3.422, 1.040, -1.047], [-4.529, 0.426, 0.129], [7.895, 0.163, 0.593], [-0.899, -0.699, -2.085], [-1.606, -0.595, -0.496], [-1.163, -2.048, -1.124]], "mulliken_charge": [-0.82, 0.20, 0.74, 0.12, -1.18, -0.19, -0.49, 0.56, -0.46, -0.02, 0.35, 0.27, 0.30, 0.38, 0.27, 0.33, 0.34, 0.34, 0.39, 0.12, 0.46], "e_lumo_ev": [-8.97, -8.97], "gap_ev": [7.811, 7.812], "de_lowest_kj_mol": 657.6, "charge": 2}


# 7
{"formula": "C5H11NO", "method": "ωB97M-V with the def2-TZVPD basis set", "species": ["C", "C", "C", "N", "C", "C", "O", "H", "H", "H", "H", "H", "H", "H", "H", "H", "H", "H"], "xyz": [[-1.972, 1.388, -1.208], [-3.174, 2.342, -1.559], [-1.474, 1.814, 0.067], [2.249, -2.276, 0.237], [2.178, -2.876, 1.580], [3.662, -2.330, -0.070], [-2.148, 2.467, 0.883], [-1.507, 0.631, -1.840], [-0.469, 1.602, 0.291], [-3.491, 2.932, -0.680], [-3.972, 1.734, -1.997], [-3.106, 3.059, -2.410], [2.529, -3.961, 1.553], [1.137, -2.721, 1.817], [2.875, -2.253, 2.155], [4.155, -1.672, 0.601], [3.801, -1.933, -1.095], [4.171, -3.256, 0.019]], "lowdin_spin": [0.00, 0.00, 0.00, 0.76, 0.07, 0.08, 0.00, 0.00, 0.00, 0.00, 0.00, 0.00, 0.02, 0.00, 0.02, 0.03, 0.00, 0.02], "e_lumo_ev": [3.00, 2.09], "gap_ev": [4.340, 3.432], "s2": 0.75, "de_lowest_kj_mol": 277.4, "charge": -1, "multiplicity": 2}


# 8
{"formula": "C5H11NO", "method": "ωB97M-V with the def2-TZVPD basis set", "species": ["C", "C", "C", "C", "N", "C", "H", "H", "H", "H", "H", "H", "H", "H", "H", "H", "H", "O"], "xyz": [[-0.922, -2.578, 0.297], [-1.207, -1.133, -0.223], [-0.660, -0.080, 0.678], [-0.072, 1.067, 0.211], [0.425, 2.154, 0.846], [0.851, 2.039, 2.107], [-0.023, -2.989, -0.151], [-1.794, -3.184, 0.017], [-0.874, -2.499, 1.376], [-2.297, -1.138, -0.427], [-0.891, -1.084, -1.275], [-0.686, -0.300, 1.748], [-0.125, 1.321, -0.849], [1.145, 2.981, 2.596], [1.014, 1.238, 2.827], [2.718, 1.644, -2.893], [1.575, 0.852, -3.640], [1.822, 1.690, -3.245]], "lowdin_spin": [0.01, 0.03, 0.16, 0.09, 0.16, 0.39, 0.00, 0.00, 0.00, 0.01, 0.00, 0.02, 0.00, 0.04, 0.05, 0.00, 0.00, 0.00], "e_lumo_ev": [3.52, 3.51], "gap_ev": [3.578, 6.264], "s2": 0.76, "de_lowest_kj_mol": 155.9, "charge": -1, "multiplicity": 2}


# 9
{"formula": "C5H11NO", "method": "ωB97M-V with the def2-TZVPD basis set", "species": ["C", "C", "N", "C", "C", "C", "O", "H", "H", "H", "H", "H", "H", "H", "H", "H", "H", "H"], "xyz": [[-1.647, -1.309, -1.082], [-1.512, -0.388, 0.131], [-0.326, 0.148, 0.435], [0.963, -0.403, -0.042], [2.053, 0.579, -0.454], [-0.263, 1.179, 1.478], [-2.582, -0.004, 0.626], [-2.699, -1.353, -1.297], [-1.091, -0.759, -1.860], [-1.263, -2.326, -0.833], [1.355, -1.125, 0.715], [0.666, -1.029, -0.886], [1.988, 1.607, -0.090], [3.052, 0.152, -0.225], [2.079, 0.694, -1.548], [-0.615, 2.024, 0.872], [0.776, 1.380, 1.759], [-0.934, 0.932, 2.303]], "lowdin_spin": [0.07, 0.05, 0.01, 0.14, 0.28, 0.10, 0.01, 0.00, 0.03, 0.01, 0.05, 0.02, 0.03, 0.07, 0.05, 0.02, 0.03, 0.01], "e_lumo_ev": [4.09, 4.00], "gap_ev": [2.906, 9.616], "s2": 0.75, "de_lowest_kj_mol": 66.1, "charge": -1, "multiplicity": 2}


# 10
{"formula": "C5H11NO", "method": "ωB97M-V with the def2-TZVPD basis set", "species": ["N", "C", "C", "C", "C", "C", "H", "H", "H", "H", "H", "H", "H", "H", "H", "H", "H", "O"], "xyz": [[-1.555, 0.957, -1.757], [-0.307, 1.141, -1.099], [-0.252, 1.077, 0.264], [-1.320, 1.025, 1.216], [-1.177, 1.397, 2.527], [0.909, 1.019, -1.966], [-1.410, 0.658, -2.714], [-2.098, 0.211, -1.305], [0.730, 1.219, 0.731], [-2.267, 0.689, 0.795], [-1.964, 1.319, 3.270], [-0.217, 1.793, 2.869], [1.053, 1.840, -2.661], [0.861, 0.061, -2.510], [1.767, 0.924, -1.313], [3.178, -4.344, 0.393], [2.396, -5.646, 0.655], [2.762, -4.869, 1.086]], "lowdin_spin": [0.05, 0.21, 0.07, 0.10, 0.19, 0.10, 0.03, 0.06, 0.00, 0.01, 0.02, 0.02, 0.01, 0.05, 0.01, 0.01, 0.01, 0.05], "e_lumo_ev": [3.28, 3.25], "gap_ev": [2.451, 6.167], "s2": 0.76, "de_lowest_kj_mol": 134.4, "charge": -1, "multiplicity": 2}